Computed, not measured: C4H4NOS2 as an isolated structure, with the ωB97M-V functional and the def2-TZVPD basis.

Summary:
- strongest force on any atom (eV Å⁻¹) = 7.7
- energy above the lowest of the compared OMol25 structures with the same formula, charge and spin (kJ/mol) = 235.3
- LUMO energy (spin up / spin down) (eV) = 3.387 / 3.387
- orbital gap (spin up / spin down) (eV) = 6.32 / 6.33

Structure (ORCA input):
```
! RIJCOSX wB97M-V def2-TZVPD def2/J DEFGRID3
* xyz -1 1
C -0.067 -2.269 0.045
C 1.018 -0.629 0.000
C -1.227 -0.322 0.060
C 0.301 1.585 0.147
N 0.039 0.164 0.156
O -1.277 -1.640 -0.036
S 2.592 -0.295 -0.011
S -2.683 0.470 0.073
H 0.284 -2.767 -0.899
H 0.921 1.939 -0.625
H -0.679 1.978 0.001
H 0.778 1.786 1.088
*
```